This record from the Open Molecules 2025 dataset describes a structure of composition C25H33IrN4O4Si2. The level of theory is ωB97M-V/def2-TZVPD.

```
69
C25H33IrN4O4Si2 (ωB97M-V/def2-TZVPD)
Ir -0.2662 0.4309 0.7088
O 0.2943 -3.3616 3.9729
C -0.0550 -2.2465 3.3070
O -1.1081 -2.1458 2.7384
C 0.9839 -1.1770 3.4120
C 2.0013 -1.3184 4.3379
C 2.9194 -0.2888 4.5020
C 2.7356 0.8651 3.7765
C 1.6858 0.9297 2.8673
N 0.8523 -0.0868 2.6364
C 1.4053 2.2530 2.1679
O 2.0733 3.2188 2.4774
O 0.4113 2.2241 1.3583
H -0.4401 -3.9852 3.8767
H 2.0646 -2.2227 4.9208
H 3.7369 -0.3859 5.2037
H 3.3610 1.7406 3.8764
C 3.1107 -1.2129 -2.1329
Si 2.7318 -0.4565 -0.4472
C 2.5011 -1.9110 0.7250
C 4.1945 0.5550 0.1520
N 1.2532 0.4548 -0.5660
C 1.0237 1.4075 -1.5744
C 2.0133 1.8818 -2.4295
C 1.6963 2.7077 -3.5022
C 0.3769 3.0630 -3.7188
C -0.6148 2.6345 -2.8441
C -0.3075 1.8504 -1.7329
N -1.2114 1.4348 -0.7601
Si -2.7089 2.1362 -0.2444
C -4.0583 0.8197 -0.1790
C -3.3746 3.5005 -1.3405
C -2.5587 2.8018 1.5057
H 4.1881 -1.2797 -2.3039
H 2.6807 -0.6392 -2.9539
H 2.7080 -2.2281 -2.1811
H 3.0561 -2.7645 0.3281
H 1.4520 -2.2069 0.8019
H 2.8877 -1.7096 1.7246
H 5.0082 -0.1058 0.4650
H 3.9176 1.1801 1.0041
H 4.5861 1.2219 -0.6176
H 3.0479 1.6093 -2.2634
H 2.4802 3.0617 -4.1590
H 0.1093 3.6876 -4.5617
H -1.6385 2.9211 -3.0296
H -4.0339 0.1676 -1.0549
H -5.0344 1.3127 -0.1540
H -3.9976 0.1963 0.7158
H -3.6588 3.1432 -2.3313
H -2.6740 4.3283 -1.4563
H -4.2771 3.8871 -0.8585
H -2.3233 2.0121 2.2299
H -3.5008 3.2562 1.8245
H -1.7609 3.5412 1.5721
C -3.0650 -4.3474 -2.4699
C -2.3598 -3.2918 -1.6721
C -1.1998 -2.6804 -2.1301
C -0.6004 -1.6821 -1.3895
N -1.0755 -1.2768 -0.2036
C -2.2001 -1.8511 0.2382
C -2.8588 -2.8452 -0.4542
H -2.3858 -4.8362 -3.1664
H -3.8738 -3.8998 -3.0509
H -3.5053 -5.1033 -1.8204
H -0.7583 -2.9620 -3.0771
H 0.2819 -1.1676 -1.7422
H -2.5782 -1.4992 1.1836
H -3.7666 -3.2608 -0.0369
```

Summary:
energy relative to the best compared isomer or geometry (same formula, charge and spin): 0.0 kcal per mole
strongest force on any atom: 0.6 eV Å⁻¹
molecular weight: 701.95 u
2S+1: 1